ORCA calculation (wB97M-V/def2-TZVPD) on an isolated molecule of C28H42N2O4.

```
76
Properties=species:S:1:pos:R:3:forces:R:3:mulliken_charge:R:1
C 4.4954 -0.8251 2.1238 -0.46 -0.08 -0.02 -1.258
C 2.9852 -0.6955 2.2290 0.15 0.34 0.15 0.329
O 2.3758 -1.6656 1.3792 0.05 0.03 -0.14 -0.230
C 0.9883 -1.6560 1.4176 -0.35 -0.60 0.12 -1.059
O 0.5473 -0.3845 0.9767 0.02 0.18 -0.06 -0.327
C -0.8217 -0.2934 0.9328 -0.19 -0.54 0.18 0.141
C -1.4315 1.0653 1.1029 -0.18 0.02 0.04 0.518
O -2.4774 1.1735 1.7275 -0.10 -0.13 0.07 -0.725
N -0.8292 2.1282 0.5350 0.08 0.22 0.02 -0.019
C 0.3586 2.1516 -0.2834 0.47 -0.07 -0.21 -0.135
C 1.4431 2.9762 0.4342 -0.09 -0.20 -0.14 -1.210
N 1.0191 4.3063 0.8061 0.14 0.12 0.05 0.233
C 1.2256 5.3707 -0.1590 0.03 -0.05 0.11 -1.765
C 0.3809 5.3423 -1.4132 0.06 0.12 -0.06 1.055
C -0.8524 5.9824 -1.4517 0.12 0.02 -0.06 -0.390
C -1.6427 5.9279 -2.5865 -0.10 0.03 0.01 -0.513
C -1.2069 5.2356 -3.7035 -0.06 -0.02 -0.06 -0.555
C 0.0273 4.6084 -3.6829 0.04 -0.07 -0.08 -0.529
C 0.8155 4.6647 -2.5466 -0.02 0.13 0.03 -0.308
C -0.2459 4.2780 1.5076 -0.20 -0.11 -0.06 -1.007
C -1.3362 3.4602 0.7963 -0.20 0.27 0.32 -0.832
C -1.6075 -1.3663 0.8609 0.12 0.13 -0.01 -1.402
C -1.1198 -2.7637 0.6146 0.23 0.26 -0.24 0.514
C -1.8034 -3.2689 -0.6869 0.03 -0.36 0.40 0.549
C -3.2925 -3.5402 -0.4443 0.00 0.31 -0.32 -0.784
C -4.0031 -3.9107 -1.7434 -0.07 -0.26 0.20 -0.776
C -3.3661 -5.1433 -2.3741 0.03 0.26 -0.22 -0.707
C -1.8782 -4.9010 -2.5969 -0.03 -0.28 0.18 -0.921
C -1.1872 -4.5372 -1.2838 -0.04 0.26 -0.28 -0.706
C 0.4216 -2.7887 0.5449 0.02 0.12 0.35 0.812
C 1.0117 -4.1257 1.0182 0.08 0.16 -0.26 -1.067
C 2.3387 -4.4767 0.3318 0.08 -0.12 0.40 -0.873
C 3.3323 -5.0869 1.3176 0.06 -0.28 -0.50 -0.750
O 3.5763 -4.2306 2.4079 0.08 0.43 0.27 -0.571
H 4.7997 -0.7511 1.0832 0.08 0.03 -0.10 0.279
H 4.9656 -0.0245 2.6879 0.08 0.06 0.06 0.439
H 4.8324 -1.7784 2.5220 0.12 -0.08 0.04 0.360
H 2.6671 0.3056 1.9171 0.02 -0.13 0.09 -0.169
H 2.6487 -0.8616 3.2627 0.00 0.04 -0.10 0.263
H 0.6300 -1.7881 2.4619 0.07 0.07 -0.22 0.356
H 0.7210 1.1436 -0.4654 -0.04 0.12 -0.07 0.388
H 0.1035 2.6207 -1.2415 0.03 -0.12 0.12 0.177
H 2.3355 3.0431 -0.1896 0.06 -0.01 0.00 0.274
H 1.7061 2.4491 1.3597 0.03 -0.11 -0.08 0.468
H 1.0467 6.3112 0.3717 0.06 0.00 -0.08 0.494
H 2.2837 5.3389 -0.4379 -0.05 0.09 -0.01 0.479
H -1.1956 6.5321 -0.5863 -0.03 0.06 0.11 0.389
H -2.5994 6.4292 -2.5996 -0.08 0.04 -0.01 0.405
H -1.8229 5.1920 -4.5893 -0.05 0.00 -0.07 0.391
H 0.3788 4.0767 -4.5552 0.02 -0.04 -0.07 0.404
H 1.7827 4.1810 -2.5413 0.11 -0.05 0.02 0.384
H -0.5909 5.3001 1.6676 -0.01 0.04 0.05 0.418
H -0.0629 3.8189 2.4868 -0.13 0.03 0.01 0.395
H -2.2200 3.3664 1.4287 0.08 0.06 -0.12 0.456
H -1.6144 3.9286 -0.1534 -0.02 -0.09 0.11 0.334
H -2.6698 -1.1982 0.9117 -0.09 0.15 0.05 0.638
H -1.4442 -3.4047 1.4438 0.00 -0.04 -0.01 0.315
H -1.7109 -2.4688 -1.4314 0.03 0.03 0.00 0.207
H -3.3917 -4.3624 0.2688 0.01 -0.04 0.11 0.359
H -3.7798 -2.6662 -0.0135 -0.03 -0.01 0.10 0.332
H -5.0601 -4.0976 -1.5426 -0.04 0.07 -0.05 0.388
H -3.9394 -3.0721 -2.4407 -0.05 0.06 -0.04 0.352
H -3.4985 -6.0008 -1.7103 -0.03 -0.08 0.01 0.332
H -3.8551 -5.3757 -3.3223 -0.03 -0.08 0.02 0.363
H -1.4131 -5.7949 -3.0183 0.04 0.04 -0.08 0.376
H -1.7466 -4.0869 -3.3136 0.04 0.03 -0.08 0.371
H -1.3081 -5.3666 -0.5835 0.07 -0.08 0.09 0.334
H -0.1233 -4.3994 -1.4734 0.11 -0.05 0.08 0.203
H 0.7365 -2.5736 -0.4806 0.01 0.02 -0.05 0.307
H 0.2941 -4.9277 0.8587 -0.05 -0.01 0.05 0.601
H 1.1800 -4.0596 2.0959 -0.07 -0.04 0.04 0.557
H 2.1766 -5.1710 -0.4941 0.02 0.02 -0.08 0.431
H 2.7877 -3.5677 -0.0729 0.02 -0.06 -0.11 0.346
H 4.2778 -5.3051 0.7970 -0.16 -0.07 0.06 0.316
H 2.9466 -6.0248 1.7307 0.03 0.02 -0.07 0.380
H 3.4145 -3.3272 2.0982 0.00 -0.13 0.08 0.376
```
Forces are in eV/Å.

## Properties
- E_HOMO: -8.04 eV
- Energy: -40887.9062 eV
- SMILES string: CCO[C@H]1OC(C(=O)N2CCN(Cc3ccccc3)CC2)=C[C@@H](C2CCCCC2)[C@@H]1CCCO
- F_max: 0.0137 Eh/bohr


ORCA calculation (wB97M-V/def2-TZVPD) on a structure of composition C28H42N4O4RuSSb2 at a distorted geometry.

```
82
Properties=species:S:1:pos:R:3:forces:R:3:mulliken_charge:R:1
Ru 0.1883 0.3290 0.0055 -1.05 0.22 0.14 0.245
C -6.9093 3.8857 -2.9995 0.01 0.00 0.00 -1.483
C -5.6093 3.2776 -2.5550 -0.02 0.01 0.00 0.964
C -4.8222 3.9160 -1.5949 0.03 -0.02 0.01 -0.891
C -3.6366 3.3540 -1.1600 -0.02 0.05 0.01 -0.487
C -3.2318 2.1369 -1.6955 0.09 -0.04 0.01 -0.427
C -3.9939 1.4800 -2.6478 0.01 -0.07 -0.02 -0.243
C -5.1791 2.0594 -3.0729 0.01 -0.01 0.00 -0.781
S -1.7220 1.4495 -1.1324 -0.34 -0.10 0.05 1.958
O -0.6123 2.3391 -1.4633 0.32 -0.16 0.04 -0.668
O -1.5833 0.0895 -1.7015 0.14 0.06 0.36 -0.724
N -1.7073 1.3525 0.4644 0.39 -0.01 -0.21 -0.301
C -2.6349 0.3708 1.0188 -0.08 -0.09 0.04 -0.770
C -2.0989 -1.0461 0.8679 -0.77 -0.05 -0.16 1.045
O -2.9301 -1.9365 0.4467 0.38 0.36 0.31 -0.759
O -0.9101 -1.3086 1.1363 0.87 0.41 -0.53 -0.596
H -6.8491 4.9731 -3.0202 0.00 0.00 0.00 0.381
H -7.7109 3.6134 -2.3097 0.00 0.00 0.00 0.299
H -7.1923 3.5358 -3.9909 0.00 0.00 0.00 0.373
H -5.1452 4.8661 -1.1877 0.00 0.00 0.00 0.379
H -3.0254 3.8461 -0.4147 -0.01 0.02 0.00 0.442
H -3.6549 0.5337 -3.0472 -0.01 0.00 -0.01 0.492
H -5.7788 1.5575 -3.8221 0.01 0.00 0.00 0.365
H -3.6355 0.4183 0.5825 0.03 0.05 -0.01 0.296
H -2.7280 0.5650 2.0905 -0.01 -0.02 -0.01 0.369
C 4.1325 0.0088 -0.7124 -0.11 0.11 -0.07 -1.230
Sb 2.2775 -1.0351 -0.5730 0.69 -0.66 0.23 0.916
C 2.4343 -2.2748 -2.2997 -0.14 0.07 0.05 -1.251
C 2.8777 -2.4455 1.0341 -0.55 1.14 -0.20 -1.928
C 3.4537 -3.6370 0.4286 0.42 -1.12 -0.52 0.877
C 4.7995 -3.6544 0.0493 -0.50 0.11 0.23 -0.607
C 5.3442 -4.7213 -0.6296 0.10 -0.55 -0.30 -0.729
C 4.5528 -5.8410 -0.9730 0.57 0.39 0.02 -0.595
C 3.2469 -5.8766 -0.6029 -0.42 0.30 0.28 -0.834
C 2.6440 -4.7953 0.1278 1.03 0.17 -0.22 1.576
C 1.3428 -4.9081 0.5405 -0.89 -0.08 0.19 -1.300
Sb -2.0536 -3.6411 -0.3476 -0.01 -0.28 0.03 0.880
C -3.9766 -4.2090 -1.0741 0.04 0.03 0.02 -1.257
C -2.2130 -4.7184 1.4949 0.03 0.08 -0.04 -1.407
H 4.0798 0.9017 -0.0918 0.04 0.00 0.02 0.270
H 4.2940 0.3050 -1.7486 0.01 0.03 0.01 0.433
H 4.9649 -0.6164 -0.3925 -0.09 -0.04 -0.02 0.385
H 3.4771 -2.4993 -2.5189 -0.02 0.01 0.09 0.356
H 1.9879 -1.7389 -3.1355 0.01 0.00 -0.04 0.475
H 1.8854 -3.2026 -2.1434 0.01 0.02 0.04 0.300
H 1.9808 -2.6065 1.6227 0.05 -0.05 0.12 0.677
H 3.5986 -1.8718 1.6146 0.01 -0.02 0.05 0.668
H 5.4243 -2.8069 0.3027 0.03 0.02 0.01 0.417
H 6.3913 -4.7043 -0.9015 0.00 -0.01 -0.01 0.412
H 4.9939 -6.6660 -1.5148 0.02 -0.01 -0.01 0.413
H 2.6287 -6.7335 -0.8401 0.00 -0.01 0.01 0.378
H 0.8541 -4.1584 1.1440 -0.03 0.00 -0.01 0.017
H 0.7797 -5.8049 0.3147 0.00 0.02 0.01 0.285
H -4.6714 -4.3636 -0.2517 0.00 -0.01 0.01 0.361
H -3.8898 -5.1253 -1.6585 0.00 0.00 0.01 0.370
H -4.3491 -3.4180 -1.7234 0.00 -0.01 -0.02 0.338
H -2.1310 -5.7901 1.3065 0.02 0.03 -0.03 0.457
H -3.1844 -4.5112 1.9401 -0.03 0.00 -0.02 0.462
H -1.4273 -4.4181 2.1864 0.01 -0.02 -0.04 0.365
C 2.8602 5.0416 0.6036 -0.01 -0.02 0.01 -0.675
C 2.0962 4.2931 -0.4705 0.02 0.05 -0.05 -0.688
N 2.0241 2.9027 -0.0536 -0.12 -0.11 0.03 0.159
C 1.6530 2.5627 1.2114 0.08 0.29 0.04 0.175
N 1.3065 1.3157 1.4469 -0.42 -0.34 0.17 0.262
C 1.0381 0.9614 2.8374 0.05 -0.07 0.07 -0.890
C 0.2438 2.0650 3.5119 0.05 -0.02 -0.03 -0.529
C 1.1052 3.3102 3.4893 -0.07 0.01 0.05 -0.886
N 1.7085 3.5140 2.1724 0.03 -0.18 -0.11 0.193
C 2.1125 4.8947 1.9126 0.03 0.06 -0.03 -0.744
H 2.9508 6.0993 0.3586 0.00 -0.02 -0.01 0.365
H 3.8654 4.6242 0.6853 0.00 0.01 0.00 0.323
H 2.6197 4.3296 -1.4240 -0.02 0.00 0.00 0.433
H 1.0967 4.7174 -0.6150 0.01 0.00 0.00 0.279
H 1.7351 2.2346 -0.7539 0.12 0.09 -0.04 0.104
H 1.9828 0.8119 3.3769 -0.03 -0.03 -0.05 0.389
H 0.5038 0.0135 2.8411 -0.01 0.00 0.02 0.192
H -0.0065 1.8120 4.5423 -0.01 -0.01 -0.02 0.435
H -0.6800 2.2254 2.9508 -0.01 0.02 0.02 0.176
H 1.8994 3.2411 4.2389 -0.01 0.01 -0.01 0.319
H 0.5131 4.1993 3.7196 0.01 -0.01 0.00 0.434
H 2.7222 5.2315 2.7540 0.01 -0.02 -0.01 0.355
H 1.2121 5.5192 1.8929 0.01 -0.01 0.03 0.389
```
Forces are in eV/Å.

## Properties
- Charge: +1
- E_HOMO (spin up / spin down): -9.09 / -10.52 eV
- <S²>: 0.7970
- Energy: -70353.4925 eV
- F_max: 0.0253 Eh/bohr
- Multiplicity: 2


ORCA calculation (wB97M-V/def2-TZVPD) on an isolated molecule of C28H42N4O6 at a distorted geometry.

```
80
Properties=species:S:1:pos:R:3:forces:R:3:mulliken_charge:R:1
C -4.4981 -4.5582 -1.0175 0.19 0.12 0.08 -1.453
C -3.4677 -3.6173 -0.4059 -0.13 0.02 -0.10 -0.474
C -3.1667 -2.3483 -1.2263 -0.24 -0.05 0.14 1.394
C -2.5587 -2.6890 -2.5856 -0.11 0.06 0.24 -2.068
C -4.4159 -1.4812 -1.4045 0.11 -0.15 0.06 -1.880
N -2.1558 -1.5708 -0.5065 0.09 -0.18 -0.45 0.460
C -2.2962 -1.0428 0.7124 0.43 0.29 0.13 -0.877
O -3.2834 -1.1327 1.4191 -0.32 -0.05 0.29 -0.680
C -1.0772 -0.2118 1.1728 0.05 -0.15 0.09 1.000
C 0.1946 -1.0177 1.3473 0.25 0.07 0.24 -0.381
C 0.1858 -2.4027 1.2755 0.03 0.05 0.09 -0.974
C 1.3478 -3.1172 1.4774 -0.01 -0.01 0.05 -1.530
C 2.5224 -2.4606 1.7890 0.06 0.08 0.04 -0.095
C 2.5514 -1.0786 1.9146 0.02 0.09 0.11 0.834
O 3.6735 -0.3882 2.2981 -0.47 0.06 -0.20 -0.289
C 4.8047 -1.1211 2.7015 0.19 -0.15 0.07 -1.059
C 1.3775 -0.3418 1.6767 -0.05 -0.10 -0.01 0.417
O 1.2617 1.0203 1.7977 -0.07 -0.51 0.33 -0.519
C 2.3851 1.8590 1.6394 0.32 0.44 0.00 -0.843
N -0.8886 0.9484 0.2958 -0.06 -0.27 -0.10 1.146
C -1.5291 2.1737 0.7267 -0.37 0.26 -0.12 -1.389
C -3.0034 2.1884 0.3082 -0.02 0.24 0.15 -0.001
C -3.7737 3.4444 0.7372 0.10 -0.03 -0.02 0.375
C -3.8339 3.5804 2.2569 -0.12 -0.05 -0.26 -1.523
C -3.2077 4.7149 0.1052 -0.21 -0.22 0.05 -1.543
C -0.1915 0.8177 -0.8385 -0.20 0.49 -0.01 1.216
O 0.1737 -0.2834 -1.2564 0.04 -0.21 -0.23 -1.182
C 0.1404 2.0816 -1.6186 0.19 -0.18 -0.17 -0.982
C 1.0984 1.7943 -2.7805 -0.04 0.09 0.11 -1.229
C 2.5206 1.6145 -2.2713 -0.39 -0.11 -0.28 0.540
O 3.3287 2.5173 -2.2610 0.19 0.24 0.03 -0.656
N 2.7776 0.3528 -1.8272 -0.18 -0.54 0.09 0.122
C 3.9804 -0.0904 -1.3339 1.01 -0.28 0.33 0.298
C 5.2028 0.6238 -1.1890 0.27 -0.39 0.21 0.049
C 6.0566 -0.3048 -0.6754 -0.48 0.48 -0.26 0.124
C 7.4840 -0.2358 -0.2796 -0.17 -0.22 0.03 -1.280
O 5.4058 -1.4740 -0.5241 0.85 0.24 0.14 -0.180
N 4.1169 -1.3334 -0.9344 -1.21 0.10 -0.43 -0.657
H -4.1764 -4.9205 -1.9907 -0.04 -0.09 -0.13 0.332
H -5.4617 -4.0688 -1.1261 -0.15 0.00 -0.05 0.330
H -4.6311 -5.4189 -0.3659 -0.06 -0.10 0.00 0.416
H -2.5283 -4.1604 -0.2712 0.06 0.04 0.04 0.333
H -3.8154 -3.2992 0.5780 0.10 -0.01 0.00 0.428
H -1.6861 -3.3266 -2.4632 0.13 -0.10 -0.02 0.404
H -3.2832 -3.2020 -3.2108 -0.05 -0.06 -0.06 0.474
H -2.2528 -1.7781 -3.0961 0.03 0.10 -0.09 0.447
H -4.1483 -0.5456 -1.8920 0.02 0.09 -0.08 0.361
H -5.1531 -1.9907 -2.0173 -0.12 -0.05 -0.10 0.502
H -4.8499 -1.2569 -0.4344 -0.08 0.04 0.05 0.392
H -1.2577 -1.4340 -0.9610 -0.04 0.06 0.11 -0.008
H -1.3450 0.1886 2.1575 -0.07 -0.04 -0.22 1.097
H -0.7347 -2.9224 1.0667 -0.07 -0.07 -0.06 0.608
H 1.3434 -4.1933 1.4030 0.00 -0.11 0.00 0.389
H 3.4190 -3.0362 1.9439 0.14 -0.01 0.01 0.457
H 4.5748 -1.7745 3.5494 0.00 0.02 -0.02 0.395
H 5.2172 -1.7175 1.8833 -0.04 0.03 0.06 0.352
H 5.5351 -0.3735 3.0104 0.00 -0.09 0.00 0.263
H 3.0301 1.8477 2.5194 -0.07 0.03 -0.12 0.340
H 2.9737 1.5891 0.7607 0.01 -0.01 0.01 0.217
H 1.9776 2.8624 1.5059 0.03 -0.02 -0.03 0.287
H -1.4454 2.2308 1.8131 0.12 0.04 -0.06 0.208
H -1.0102 3.0321 0.3057 0.04 -0.02 0.07 0.449
H -3.0580 2.0940 -0.7799 0.02 -0.06 -0.06 0.196
H -3.4962 1.3154 0.7388 -0.01 -0.07 -0.04 0.053
H -4.7991 3.3159 0.3712 0.06 0.00 0.02 0.418
H -2.8579 3.8298 2.6661 0.12 0.03 0.11 0.307
H -4.1752 2.6525 2.7089 -0.03 -0.10 0.14 0.367
H -4.5259 4.3720 2.5348 -0.04 0.09 0.10 0.451
H -2.2275 4.9517 0.5117 0.15 0.08 0.03 0.285
H -3.8652 5.5568 0.3088 -0.01 0.14 0.00 0.457
H -3.1215 4.6052 -0.9737 0.04 0.04 -0.15 0.352
H 0.6013 2.8158 -0.9552 -0.12 0.08 0.01 0.418
H -0.7870 2.5053 -2.0109 -0.01 0.07 0.10 0.339
H 0.7737 0.9006 -3.3142 -0.02 0.07 -0.02 0.459
H 1.1006 2.6463 -3.4611 0.08 -0.08 0.06 0.495
H 1.9979 -0.3013 -1.7602 0.02 0.22 -0.07 0.218
H 5.3808 1.6473 -1.4354 0.11 0.18 -0.03 0.538
H 7.5835 -0.3577 0.7984 0.06 0.02 0.06 0.274
H 7.8976 0.7247 -0.5702 0.04 0.03 0.00 0.333
H 8.0442 -1.0351 -0.7613 0.09 0.00 -0.02 0.333
```
Forces are in eV/Å.

## Properties
- E_HOMO: -8.07 eV
- Energy: -47963.6248 eV
- SMILES string: CCC(C)(C)NC(=O)[C@@H](c1cccc(OC)c1OC)N(CCC(C)C)C(=O)CCC(=O)Nc1cc(C)on1
- F_max: 0.0250 Eh/bohr


- Look up the energy of the first one.
  -40887.9062 eV